Formula: C19H19BrN5NdO4
Source: the OMol25 dataset
Level of theory: wB97M-V/def2-TZVPD

The geometry in XYZ format:
```
49
Properties=species:S:1:pos:R:3:forces:R:3
Nd 2.113576 0.374739 -0.615271 -3.9 -1.7 -0.2
N 4.147976 1.158039 1.900429 0.4 -0.3 0.2
C 4.948776 1.818439 0.858829 0.0 -0.2 -0.3
C 4.287376 1.286439 -0.417071 3.4 1.4 0.8
O 4.333276 0.041939 -0.590671 0.8 -0.5 0.0
O 3.545676 2.022139 -1.100571 0.5 1.2 -0.3
H 4.306676 1.597839 2.802429 -0.2 -0.1 -0.1
H 4.433576 0.182539 1.978929 -0.1 0.2 0.0
H 6.013776 1.551039 0.880229 -0.1 0.1 -0.1
H 4.831276 2.900739 0.937629 0.0 -0.2 -0.1
Br 1.216576 2.463439 1.302329 -0.9 -0.3 0.9
C 0.229476 1.262539 2.529329 0.1 0.5 -0.1
C -0.452524 1.889439 3.534429 0.3 0.2 -0.4
C -1.205124 1.136239 4.444829 -0.1 -0.2 0.0
C -1.234424 -0.221961 4.324529 0.0 0.2 0.1
C -0.507924 -0.881061 3.311729 0.1 0.2 -0.2
C -0.511924 -2.288561 3.248129 0.2 -0.1 -0.2
C 0.199476 -2.924661 2.273929 -0.2 -0.1 0.2
C 0.915776 -2.188561 1.314929 0.3 0.7 -0.4
C 0.986176 -0.794461 1.291729 -0.3 -0.3 0.6
C 0.253276 -0.143061 2.346329 0.1 -0.2 -0.1
H -0.407224 2.961739 3.621929 0.0 0.2 0.0
H -1.745324 1.643239 5.229629 -0.1 0.0 0.1
H -1.812024 -0.822161 5.012229 0.0 -0.1 0.1
H -1.072324 -2.843861 3.987829 0.0 0.0 0.0
H 0.210376 -4.003561 2.232629 0.0 -0.1 0.0
H 1.444476 -2.766461 0.557329 0.0 0.1 0.0
O -1.089424 2.545439 -3.075071 0.1 0.7 -0.1
C -0.587324 1.579739 -2.479271 -1.0 -0.9 -0.7
O 0.383476 1.542539 -1.715471 0.4 0.1 0.2
C -1.367724 0.230839 -2.760371 0.9 0.2 0.6
N -2.408424 0.630739 -3.732271 0.1 0.7 -0.5
C -3.734824 0.424139 -3.119871 -0.7 -0.1 0.4
C -3.444524 0.518039 -1.626471 0.1 -0.1 0.0
C -2.116624 -0.231161 -1.509271 0.0 -0.1 0.1
H -0.686124 -0.516361 -3.162071 -0.1 0.1 -0.1
H -2.315224 0.205539 -4.652471 0.0 0.0 0.2
H -2.122724 1.731039 -3.750571 -0.1 -0.7 0.0
H -4.115024 -0.570361 -3.374271 0.2 0.1 0.0
H -4.434724 1.183439 -3.468471 0.1 -0.1 -0.1
H -4.238324 0.080339 -1.026871 0.0 0.0 0.0
H -3.314124 1.559839 -1.334371 -0.1 0.1 0.0
H -2.277024 -1.309061 -1.537271 0.0 0.0 0.0
H -1.559824 -0.000361 -0.597671 0.0 0.0 -0.1
N -1.985724 -3.675161 -3.529971 -0.6 -0.1 -0.2
C -0.887424 -3.474261 -3.236771 -0.8 0.4 -0.1
N 0.342776 -3.264061 -2.925271 1.1 -1.0 -0.1
C 0.932076 -2.259661 -2.488671 0.3 0.9 0.3
N 1.558076 -1.343361 -2.095871 -0.1 -0.6 -0.4
```
Forces are in eV/Å.

Computed properties:
LUMO level (alpha / beta) = 0.28 / 0.28 eV
frontier orbital gap (alpha / beta) = 8.217 / 8.222 eV
E_HOMO (alpha / beta) = -7.940 / -7.944 eV
ΔE to the lowest compared entry with this formula, charge and spin = 70.7 kJ/mol
2S+1 = 4

=====

Formula: C19H19ClN2O5S
Source: the OMol25 dataset
Level of theory: wB97M-V/def2-TZVPD

The geometry in XYZ format:
```
47
Properties=species:S:1:pos:R:3:forces:R:3
C 4.373004 2.216366 -1.478717 0.0 -0.3 0.2
C 5.076421 1.121193 -0.690874 0.2 0.5 0.0
H 5.895709 0.685891 -1.265974 -0.1 0.0 0.1
H 5.453327 1.521144 0.256631 0.0 -0.1 -0.2
O 4.201280 0.025363 -0.416084 0.0 -0.2 -0.2
C 3.390310 0.149064 0.626917 0.2 0.2 0.0
O 3.338932 1.111676 1.356653 -0.1 -0.2 0.0
C 2.546854 -1.042173 0.828128 -0.7 -0.4 0.6
N 2.511531 -2.046663 0.046140 0.9 0.8 -0.6
O 1.631173 -2.964075 0.467147 -0.5 -0.7 0.3
C 0.870705 -2.458050 1.587192 -0.3 0.4 0.2
C 1.621159 -1.190563 2.012443 0.3 -0.2 -0.1
H 2.203682 -1.326574 2.926105 0.0 0.0 0.0
H 0.980453 -0.321325 2.138638 0.0 0.0 0.1
H 0.866411 -3.237025 2.354365 0.0 0.1 -0.1
C -0.576781 -2.206543 1.122152 0.3 -0.5 0.3
N -0.608839 -1.437484 -0.094472 -0.5 -0.4 -0.8
C -0.346590 -0.050764 -0.108881 0.3 0.8 -0.1
C -0.893354 0.818361 0.831449 0.0 -0.2 0.0
C -0.627352 2.173541 0.756582 0.0 0.0 0.1
C 0.158771 2.674809 -0.266788 0.0 0.1 0.0
C 0.683544 1.813372 -1.215522 0.0 0.0 -0.1
C 0.444732 0.453444 -1.134845 0.0 0.1 0.1
H 0.848559 -0.230727 -1.862661 0.1 -0.1 -0.1
H 1.285843 2.200950 -2.022873 0.1 0.0 -0.1
H 0.359103 3.733870 -0.323744 0.0 0.1 0.0
H -1.045415 2.839841 1.496206 0.0 0.1 0.1
H -1.527685 0.438331 1.620074 -0.1 0.0 0.1
S -1.693596 -1.919966 -1.280113 -0.4 0.1 0.3
O -1.250352 -1.422392 -2.542024 0.0 0.3 0.1
O -1.927347 -3.321432 -1.114220 -0.1 0.0 0.2
C -3.158390 -1.010582 -0.784403 0.5 -0.3 -0.3
C -3.314699 0.294611 -1.212239 -0.1 0.0 -0.1
C -4.377004 1.045019 -0.739329 -0.1 -0.1 0.1
C -5.264931 0.470048 0.160419 0.3 -0.2 -0.1
C -5.110497 -0.843257 0.585316 0.0 0.1 0.0
C -4.042053 -1.583717 0.110012 0.0 -0.1 0.0
H -3.891311 -2.608649 0.410051 -0.1 -0.1 0.1
H -5.816750 -1.273556 1.277661 -0.1 0.0 0.0
Cl -6.584522 1.401855 0.759130 -0.2 0.1 0.1
H -4.517238 2.064800 -1.060561 0.0 0.1 0.0
H -2.609729 0.701716 -1.919045 0.1 0.1 -0.1
H -1.030845 -3.165385 0.866301 0.0 0.1 0.3
H -1.139059 -1.742229 1.942695 0.0 0.0 0.0
H 3.952821 1.804927 -2.392933 0.0 0.0 -0.1
H 3.574518 2.646821 -0.879439 0.0 0.1 0.0
H 5.085513 2.996101 -1.732675 0.1 0.1 -0.1
```
Forces are in eV/Å.

Computed properties:
LUMO level = 0.43 eV
frontier orbital gap = 9.612 eV
E_HOMO = -9.181 eV
ΔE to the lowest compared entry with this formula, charge and spin = 243.8 kJ/mol
structure (SMILES) = CCOC(=O)C1=NO[C@H](CN(c2ccccc2)S(=O)(=O)c2ccc(Cl)cc2)C1

=====

Formula: C19H19KO11S
Source: the OMol25 dataset
Level of theory: wB97M-V/def2-TZVPD

The geometry in XYZ format:
```
51
Properties=species:S:1:pos:R:3:forces:R:3
K 0.292495 0.334402 -0.739864 -0.9 0.3 0.8
C 1.122316 3.366167 4.594640 -0.8 0.5 1.5
C 1.505011 3.235233 3.135829 -3.3 -0.7 -0.4
C 2.747379 2.339292 3.127935 0.8 1.1 -0.7
O 0.403510 2.807190 2.387876 1.7 -0.7 0.1
H 1.210883 2.435315 5.154806 0.7 -0.2 0.0
H 0.099942 3.619808 4.874872 -0.5 0.2 -1.0
H 1.669075 4.189728 5.053879 0.7 -0.1 0.5
H 1.682093 4.235778 2.741280 1.1 0.7 0.1
H 3.412532 2.482044 3.979584 -0.2 -0.2 0.7
H 3.373805 2.797392 2.362545 0.2 -0.9 -0.9
H 2.466455 1.292709 3.010243 0.1 0.1 -0.2
C -2.909256 -3.827686 1.027790 0.7 0.8 -0.4
C -3.357856 -2.552660 1.322529 0.3 2.4 1.5
C -4.903322 -2.326474 1.622028 1.2 0.6 -0.7
O -5.317340 -1.201645 1.706947 -0.2 3.1 0.5
C -5.751498 -3.396272 1.699378 0.5 -0.3 -0.1
C -5.173796 -4.599120 1.544632 -2.6 -6.6 2.0
C -3.680548 -4.914264 1.309629 0.8 -3.2 -2.2
O -3.204936 -6.134144 1.128781 -1.7 2.6 1.0
O -5.944587 -5.674276 1.754583 1.9 1.8 -0.8
O -2.583604 -1.561531 1.483850 -0.8 -1.0 -0.8
H -1.919931 -3.851540 0.595279 0.4 -0.5 0.3
H -6.797787 -3.304147 1.950781 0.0 0.0 -0.1
C -6.119714 3.725779 -3.145565 1.8 -1.4 4.1
C -6.441518 3.391059 -4.374874 -2.8 4.3 -3.1
C -6.113894 2.090811 -4.934321 -3.3 -3.1 -2.3
O -6.838129 1.559675 -5.894696 1.4 1.7 0.9
C -5.293819 1.276317 -4.219695 1.5 -1.0 1.3
C -4.713640 1.590522 -2.950602 1.0 0.5 0.2
C -5.344538 2.878419 -2.270354 0.6 2.0 -0.3
O -5.001789 3.348585 -1.172662 0.2 -1.3 0.1
O -3.707336 1.031425 -2.453814 -1.2 0.4 -0.2
O -7.109507 4.340828 -4.992401 0.5 -1.7 -1.1
H -6.390129 4.702576 -2.772529 -0.1 0.0 0.1
H -5.240605 0.250157 -4.552205 0.4 -0.2 -0.2
C 6.704075 -2.544287 -0.883761 1.4 -0.6 -1.4
C 7.650045 -1.665349 -0.060358 -1.0 -0.6 0.7
C 6.841877 -0.408103 0.152443 -0.8 0.6 -0.2
S 5.921525 -0.141295 -1.513806 0.6 0.4 0.7
O 6.678428 0.912369 -2.216963 -1.3 -1.5 0.5
O 4.479601 -0.087989 -1.281620 1.4 0.4 -0.3
C 6.257636 -1.856381 -2.170550 0.0 0.9 1.1
H 5.833036 -2.845335 -0.301730 0.1 0.1 0.1
H 7.291780 -3.422456 -1.151186 -0.4 -0.4 0.0
H 8.666243 -1.487457 -0.412213 -0.3 0.0 -0.7
H 7.769829 -2.334150 0.791962 0.2 0.8 0.8
H 7.361972 0.492513 0.478781 0.2 0.1 -0.7
H 6.042639 -0.495456 0.888437 -0.2 -0.5 -0.1
H 7.048947 -1.777451 -2.916003 -0.2 -0.1 0.0
H 5.325949 -2.316627 -2.499549 0.1 0.5 -0.4
```
Forces are in eV/Å.

Computed properties:
LUMO level = 4.68 eV
frontier orbital gap = 1.182 eV
E_HOMO = 3.500 eV
net charge = -4

=====

Formula: C19H19N5
Source: the OMol25 dataset
Level of theory: wB97M-V/def2-TZVPD

The geometry in XYZ format:
```
43
Properties=species:S:1:pos:R:3:forces:R:3
C 3.510544 3.093141 0.408258 0.0 0.0 -0.1
C 2.799443 1.798995 0.509901 0.0 0.1 -0.2
N 2.889540 1.015371 1.553344 0.5 0.6 0.3
N 2.142672 -0.071753 1.358974 -0.7 -0.9 -0.3
C 1.587025 0.045236 0.178390 0.4 0.6 0.2
N 1.966803 1.228430 -0.420512 0.0 -0.7 0.8
C 1.474392 1.563383 -1.676270 -0.4 0.1 -0.8
C 1.815438 2.726843 -2.357296 0.0 0.0 0.0
C 1.270231 2.987251 -3.597657 0.0 0.1 0.0
C 0.376675 2.091917 -4.175095 0.0 0.0 -0.1
C 0.032139 0.936443 -3.515197 0.2 0.1 0.1
C 0.570063 0.638985 -2.256428 0.3 0.7 -0.1
N 0.179314 -0.524414 -1.661067 -0.1 -0.8 0.7
C 0.668449 -0.833076 -0.492804 -0.2 -0.1 -0.7
N 0.370669 -1.985282 0.131163 0.3 0.1 0.2
H 0.699707 -2.046398 1.084029 0.0 0.0 0.0
C -0.698861 -2.861720 -0.270934 -0.2 -0.2 -0.1
H -0.455537 -3.858696 0.103113 0.0 0.1 -0.1
H -0.716513 -2.877391 -1.361913 0.0 -0.2 0.1
C -2.094535 -2.426673 0.258689 0.1 0.1 -0.1
C -1.927985 -1.755573 1.600921 -0.2 -0.2 0.0
C -1.685892 -0.391434 1.711733 -0.1 0.0 0.0
C -1.462103 0.188056 2.947806 0.0 0.1 0.0
C -1.478123 -0.586380 4.094357 0.0 0.0 0.1
C -1.724667 -1.944763 3.997353 0.0 0.0 0.1
C -1.944402 -2.522611 2.759858 0.0 0.0 -0.1
H -2.132203 -3.585407 2.690818 0.0 -0.1 0.0
H -1.742577 -2.556974 4.887194 0.0 0.0 0.1
H -1.299465 -0.133514 5.057974 0.0 0.0 0.1
H -1.269740 1.248822 3.015293 0.0 0.1 0.0
H -1.670315 0.227413 0.827517 0.0 0.1 -0.1
C -2.813660 -1.553217 -0.769000 0.0 -0.1 0.2
H -3.115193 -2.160782 -1.619357 0.0 0.0 -0.1
H -3.704062 -1.106524 -0.331725 -0.1 0.0 0.0
H -2.160451 -0.768057 -1.136951 0.0 0.1 -0.1
H -2.686434 -3.336853 0.405813 0.1 0.1 0.0
H -0.656701 0.225929 -3.943467 -0.1 -0.1 0.0
H -0.045902 2.306323 -5.145145 0.0 0.0 -0.1
H 1.542058 3.892945 -4.117971 0.0 0.1 0.0
H 2.506560 3.428850 -1.923076 0.1 0.1 0.1
H 4.069917 3.233377 1.329229 0.0 0.0 0.0
H 2.807782 3.917716 0.290963 0.0 0.1 0.0
H 4.205902 3.092067 -0.430826 0.0 0.1 0.0
```
Forces are in eV/Å.

Computed properties:
LUMO level = 0.61 eV
frontier orbital gap = 8.647 eV
E_HOMO = -8.038 eV
ΔE to the lowest compared entry with this formula, charge and spin = 39.2 kJ/mol
structure (SMILES) = Cc1nnc2c(NC[C@H](C)c3ccccc3)nc3ccccc3n12

=====

Formula: C19H19N7O3PSTc
Source: the OMol25 dataset
Level of theory: wB97M-V/def2-TZVPD

The geometry in XYZ format:
```
51
Properties=species:S:1:pos:R:3:forces:R:3
Tc 0.430493 -0.628498 -0.602995 0.0 0.5 0.1
C 0.767564 -1.930393 4.728235 0.0 0.0 0.0
N 1.209682 -1.655467 3.348118 0.2 -0.1 0.1
C 2.507813 -1.776797 2.903597 -0.2 0.0 0.1
C 2.515379 -1.449939 1.584814 -0.1 0.1 0.0
N 1.221436 -1.129338 1.227105 0.0 -0.1 0.2
C 0.443408 -1.268352 2.326808 0.2 0.1 -0.4
P -1.362289 -0.935452 2.376544 0.0 0.0 0.0
C -1.800361 -1.951260 0.920752 0.3 -0.1 -0.1
N -1.107160 -1.931174 -0.234198 -0.2 -0.2 0.0
C -1.622136 -2.918726 -1.053450 0.0 0.2 0.1
C -2.631648 -3.523813 -0.377979 -0.1 0.0 0.2
N -2.723586 -2.911485 0.853729 -0.2 -0.2 -0.1
C -3.722748 -3.268798 1.875962 0.0 0.0 0.0
C -1.226791 0.655512 1.475608 0.3 -0.1 -0.3
N -0.511480 0.852729 0.334351 -0.2 -0.1 0.2
C -0.479769 2.211908 0.074852 0.0 -0.1 -0.1
C -1.193538 2.821453 1.048780 -0.2 -0.1 0.3
N -1.642855 1.838232 1.913257 0.0 0.4 -0.1
C -2.460713 2.116315 3.108061 0.0 0.0 0.0
H 1.614158 -2.324732 5.281802 0.0 0.0 0.0
H -0.027878 -2.671395 4.721531 0.0 0.0 0.0
H 0.429419 -1.010642 5.200175 0.0 0.0 0.0
H 3.308915 -2.082273 3.556937 0.0 0.0 0.0
H 3.345275 -1.416793 0.895569 0.0 0.0 0.0
H -1.246928 -3.113203 -2.045715 0.0 0.0 0.0
H -3.282515 -4.335395 -0.661138 0.0 0.0 0.0
H -3.817390 -4.351020 1.904779 0.0 0.0 0.0
H -4.680321 -2.820636 1.618742 0.0 0.0 0.0
H -3.395547 -2.910531 2.847884 0.0 0.0 0.0
H 0.050148 2.650616 -0.755408 0.0 -0.1 0.1
H -1.410150 3.865338 1.209957 0.0 0.0 0.0
H -2.046941 2.983842 3.615638 0.0 0.0 0.0
H -2.437133 1.260867 3.776714 0.0 0.0 0.0
H -3.485701 2.318441 2.803722 0.0 0.0 0.0
O 4.189346 1.188571 -1.685842 -0.3 0.0 0.1
S 2.913349 1.804900 -1.753638 0.5 0.7 0.0
O 2.537273 2.895339 -0.910055 0.0 -0.4 -0.1
N 1.712897 0.594208 -1.567945 -0.8 -0.5 -0.4
C 0.951378 0.509551 -2.698311 -0.6 -1.5 0.7
O -0.036298 -0.372589 -2.562281 1.1 1.1 0.3
C 1.315743 1.329704 -3.774664 -1.2 -0.3 -1.4
C 0.730631 1.428311 -5.057886 0.1 -0.3 0.7
C 1.275812 2.348425 -5.926824 -1.4 -0.9 -0.7
C 2.322840 3.120200 -5.564622 1.7 1.1 0.8
C 2.923156 3.031403 -4.293090 0.1 0.0 -0.1
C 2.394149 2.112408 -3.426246 0.9 0.8 0.2
H -0.101691 0.801702 -5.348993 0.0 0.0 0.1
H 0.871140 2.468410 -6.919358 -0.1 -0.1 -0.1
H 2.706320 3.826004 -6.286205 0.2 0.1 0.1
H 3.765840 3.654314 -4.027182 0.0 0.0 0.0
```
Forces are in eV/Å.

Computed properties:
LUMO level (alpha / beta) = -11.23 / -11.91 eV
frontier orbital gap (alpha / beta) = 6.889 / 6.216 eV
E_HOMO (alpha / beta) = -18.119 / -18.127 eV
ΔE to the lowest compared entry with this formula, charge and spin = 55.4 kJ/mol
net charge = +3
2S+1 = 4